Entry 1:
The following is a quantum chemistry calculation of a molecular structure, C30H43N2O8P2Ti, from OMol25.

For the maximum force, the calculation gives 0.010 Eh/bohr. As for the expectation value of S²: 0.755. The value obtained for the electronic energy is -3412.39696 hartree. As for the total charge: +2. The value obtained for the gap between HOMO and LUMO (spin up / spin down) is 6.83 / 6.75 eV. The spin multiplicity is 2. For the highest occupied orbital energy (spin up / spin down), the calculation gives -12.942 / -12.974 eV.

```
86
Properties=species:S:1:pos:R:3:forces:R:3
Ti -0.5280 0.7384 -1.4431 0.0229 -0.3250 -0.0294
C -0.4754 2.7409 -3.8798 -0.0138 0.0226 -0.1291
O -0.1980 2.5839 -2.4625 -0.0298 -0.0710 0.2291
C -0.6346 3.6531 -1.6484 -0.0529 0.0930 -0.0137
C -0.2024 4.9494 -1.8340 0.1049 -0.0751 -0.0416
C -0.6986 5.9354 -0.9939 -0.0175 -0.0080 0.0206
C -1.6119 5.6191 0.0060 0.0027 0.0576 0.0119
C -2.0480 4.3180 0.1791 0.0109 -0.0910 -0.0215
C -1.5540 3.3271 -0.6588 0.0259 0.2848 0.0183
N -1.9289 1.9645 -0.6360 -0.2103 -0.1332 0.0295
N -3.0937 1.6760 -0.2270 0.0879 0.0583 0.0789
C -3.5794 0.4362 -0.4854 0.0475 -0.0933 -0.0921
C -3.1172 -0.3299 -1.5870 -0.0991 -0.0370 0.0748
O -2.0518 0.0245 -2.2831 0.2840 0.1671 0.2542
C -3.8566 -1.4609 -2.0033 0.0402 -0.0625 -0.0721
C -4.9539 -1.8608 -1.3067 0.0182 0.0213 0.0034
C -5.4260 -1.1538 -0.1635 0.0201 0.0695 0.0506
C -6.5541 -1.5942 0.5565 -0.0133 -0.0226 -0.0102
C -7.0046 -0.8883 1.6411 -0.0129 -0.0112 -0.0045
C -6.3402 0.2823 2.0371 0.0310 0.0056 -0.0219
C -5.2329 0.7285 1.3560 -0.0124 0.0157 0.0266
C -4.7587 0.0206 0.2402 -0.0114 -0.0350 -0.0040
H 0.1666 3.5140 -4.2941 -0.0001 -0.0028 0.0241
H -1.5240 2.9973 -4.0196 0.0040 -0.0077 0.0276
H -0.2569 1.7859 -4.3533 0.0166 0.0091 0.0235
H 0.5082 5.1904 -2.6133 -0.0023 0.0041 -0.0019
H -0.3705 6.9572 -1.1220 0.0038 0.0032 -0.0005
H -1.9896 6.3993 0.6519 -0.0027 -0.0011 0.0044
H -2.7681 4.0594 0.9425 -0.0080 0.0003 0.0039
H -3.5109 -1.9934 -2.8787 -0.0058 -0.0045 0.0041
H -5.4978 -2.7415 -1.6268 0.0002 -0.0045 -0.0043
H -7.0621 -2.4949 0.2352 -0.0039 -0.0018 0.0023
H -7.8728 -1.2260 2.1897 -0.0044 -0.0044 -0.0023
H -6.7046 0.8399 2.8893 -0.0013 0.0042 0.0048
H -4.7226 1.6273 1.6725 -0.0065 0.0039 0.0047
C 4.6723 1.0779 -2.2957 -0.0336 -0.0224 0.0386
C 3.1954 0.9038 -2.0322 0.0267 0.0541 -0.1286
C 2.4899 0.1172 -3.1181 0.0302 0.0099 0.0640
O 3.0436 0.1483 -0.7743 -0.0023 -0.0240 0.0898
P 2.1535 0.6673 0.4036 0.0904 -0.0227 0.1047
O 0.9139 1.3683 -0.0985 -0.2429 -0.1647 -0.4490
C 1.7051 -0.8354 1.2830 -0.0059 0.0648 -0.0719
P 0.7472 -1.9506 0.2220 -0.0384 -0.0615 0.1927
O -0.0859 -1.1344 -0.7276 -0.0515 0.3679 -0.1829
O 1.7047 -2.8357 -0.5944 -0.0482 -0.0096 0.0042
C 2.7038 -3.8750 -0.2431 0.0929 -0.0448 0.0548
C 2.4140 -4.5171 1.0941 -0.0284 0.0193 -0.0482
C 4.0735 -3.2428 -0.3331 -0.0511 0.0009 -0.0110
O -0.1283 -2.8231 1.1637 0.0679 0.0401 -0.1029
C -1.5894 -2.6202 1.3519 -0.1126 -0.0041 0.0824
C -1.8159 -1.4156 2.2393 0.0411 -0.0383 -0.0459
C -2.1109 -3.9080 1.9383 0.0196 0.0180 -0.0272
O 2.9061 1.6598 1.3100 -0.1037 0.0294 -0.0081
C 4.0453 1.5240 2.2480 0.0937 -0.0595 0.0484
C 3.5236 1.0839 3.5965 -0.0077 0.0392 -0.0267
C 5.1202 0.6250 1.6813 -0.0372 0.0449 -0.0102
H 4.8172 1.5909 -3.2461 0.0013 0.0028 -0.0061
H 5.1653 0.1070 -2.3489 0.0112 0.0003 -0.0040
H 5.1414 1.6742 -1.5149 0.0069 0.0044 -0.0063
H 2.7186 1.8776 -1.8943 -0.0047 -0.0173 0.0149
H 2.9785 -0.8445 -3.2747 -0.0232 -0.0147 0.0098
H 2.5109 0.6736 -4.0549 -0.0043 -0.0021 -0.0038
H 1.4429 -0.0999 -2.8676 0.0512 0.0090 -0.0185
H 1.0785 -0.5356 2.1272 -0.0128 -0.0119 -0.0070
H 2.5836 -1.3462 1.6789 0.0234 0.0020 -0.0351
H 2.5715 -4.5997 -1.0438 -0.0096 0.0047 0.0001
H 2.5056 -3.8005 1.9136 0.0035 -0.0109 0.0174
H 3.1471 -5.3055 1.2623 0.0068 0.0004 0.0000
H 1.4219 -4.9617 1.1220 -0.0007 -0.0009 0.0122
H 4.2305 -2.5214 0.4713 0.0120 0.0058 -0.0034
H 4.2074 -2.7403 -1.2895 0.0103 0.0061 0.0008
H 4.8336 -4.0180 -0.2407 0.0029 -0.0047 0.0038
H -2.0059 -2.4498 0.3579 0.0154 -0.0106 -0.0031
H -1.3519 -1.5657 3.2155 0.0075 0.0138 -0.0023
H -2.8865 -1.2729 2.3901 -0.0071 0.0045 -0.0123
H -1.4220 -0.5025 1.7845 -0.0157 0.0251 0.0112
H -1.6573 -4.0958 2.9114 -0.0029 -0.0139 0.0051
H -1.9028 -4.7486 1.2787 -0.0006 -0.0096 0.0064
H -3.1904 -3.8325 2.0700 -0.0046 0.0068 -0.0004
H 4.4033 2.5495 2.3068 0.0031 -0.0050 -0.0144
H 3.2189 0.0361 3.5916 -0.0092 -0.0029 0.0023
H 2.6865 1.7056 3.9106 -0.0032 -0.0070 0.0058
H 4.3184 1.1919 4.3342 0.0040 -0.0122 0.0038
H 4.7742 -0.4071 1.5913 0.0200 -0.0098 0.0020
H 5.9732 0.6297 2.3591 0.0015 -0.0050 0.0049
H 5.4599 0.9694 0.7064 0.0061 -0.0128 0.0005
```
Forces are in eV/Å.

Löwdin population analysis, charges in e, atoms 1 to 4:
1 Ti 1.163
2 C 0.014
3 O -0.241
4 C -0.218

***

Entry 2:
The following is a quantum chemistry calculation of a single C5H6BrNO3 molecule at a distorted geometry, from OMol25.

For the maximum force, the calculation gives 0.137 Eh/bohr. The value obtained for the electronic energy is -3048.40057 hartree. The value obtained for the gap between HOMO and LUMO (spin up / spin down) is 7.90 / 7.91 eV. For the highest occupied orbital energy (spin up / spin down), the calculation gives -7.846 / -7.849 eV.

```
16
Properties=species:S:1:pos:R:3:forces:R:3
C -0.6689 -0.0020 -0.2696 2.2374 6.6548 -0.0160
C 1.7163 -0.0247 0.1321 -1.8701 -0.4918 -1.2103
C -0.7233 -1.2653 -0.3220 2.1010 -4.1884 0.6451
C 1.6917 -1.3528 0.0727 -0.4707 0.1743 0.6804
C -1.2523 2.4665 0.2113 2.5097 -0.4635 1.3640
N -1.1823 1.2121 -0.5867 0.5789 0.0323 0.8026
O 0.4657 -1.9648 -0.2063 -1.0555 -0.8880 0.3690
O -1.7602 -2.1144 -0.3857 -1.0634 2.9297 -1.7878
O 2.5924 -2.3592 0.3366 -0.1724 0.4628 0.1315
Br 3.2682 1.0769 0.0512 -0.7110 -0.5252 0.3478
H -2.0663 2.9475 -0.1693 -2.1495 1.5906 -1.2278
H -1.5100 2.3170 1.2423 0.2248 -0.4994 0.5543
H -0.3558 3.2285 0.1792 -1.2168 -2.0118 -0.2271
H -0.9009 1.5993 -1.4648 0.0324 -0.9439 -1.0877
H -1.5740 -2.8821 0.0812 0.8294 -2.3093 1.3538
H 2.2598 -2.8825 1.0977 0.1958 0.4768 -0.6920
```
Forces are in eV/Å.

Löwdin population analysis, charges in e, atoms 1 to 4:
1 C 0.052
2 C -0.498
3 C -0.363
4 C -0.511

***

Entry 3:
The following is a quantum chemistry calculation of 2 unconnected molecules or ions with the total composition C4H13N2S at a distorted geometry, from OMol25.

For the maximum force, the calculation gives 0.058 Eh/bohr. The value obtained for the electronic energy is -667.61623 hartree. As for the total charge: +1. The value obtained for the gap between HOMO and LUMO is 8.86 eV. For the highest occupied orbital energy, the calculation gives -12.557 eV.

```
20
Properties=species:S:1:pos:R:3:forces:R:3
C 0.4219 2.0449 -2.0904 -0.8810 -0.8255 -0.9036
C 2.1002 1.0771 -0.7888 -1.7433 1.3859 -0.3767
N 0.9092 1.6119 -0.8022 2.7866 -1.0190 0.1770
H -0.6704 2.1626 -2.0552 0.4500 0.3962 -0.0178
H 0.6055 1.2308 -2.7952 -0.0279 0.0959 -0.2443
H 0.9408 2.9206 -2.4849 -0.2415 0.1084 0.4022
H 2.5430 0.8974 0.1876 0.0407 -0.4737 -0.1763
H 2.6767 0.9067 -1.7334 -0.3867 0.2607 0.9218
C -0.6688 -0.8088 0.4718 0.4533 0.3017 0.5565
C -0.8637 -1.9375 1.4435 -1.7006 -0.5142 0.4457
S -1.9097 -3.1599 0.5296 0.2700 -0.1300 0.5580
N -0.4428 0.5109 1.1310 -1.2002 0.2746 0.9063
H -1.4824 -0.6603 -0.2055 -0.6892 -0.1329 -0.3468
H 0.1958 -1.0136 -0.1070 0.8181 -0.0823 -0.7329
H -1.4306 -1.5644 2.3251 0.3836 -0.4019 -0.3907
H 0.0367 -2.4560 1.7557 0.2303 0.3605 0.0195
H -1.7667 -4.1863 1.4050 -0.0246 0.3494 -0.2804
H 0.0732 1.1960 0.3070 0.0681 -0.0540 0.8144
H 0.0894 0.3521 1.9966 0.3083 0.3417 -0.5320
H -1.3574 0.8758 1.5096 1.0861 -0.2414 -0.7997
```
Forces are in eV/Å.

Löwdin population analysis, charges in e, atoms 1 to 4:
1 C -0.092
2 C 0.053
3 N -0.123
4 H 0.091